This record from the Open Molecules 2025 dataset describes a single C18H23N3O3 molecule. The level of theory is wB97M-V/def2-TZVPD.

**HOMO level**: -9.0 eV
**Structure (SMILES)**: Cc1ccc(-c2noc(CCCC(=O)NC[C@@H]3CCCO3)n2)cc1
**Gap between HOMO and LUMO**: 9.564 eV
**Net charge**: 0

Geometry as XYZ:
```
47
Properties=species:S:1:pos:R:3:forces:R:3
C 5.841 0.092 3.131 0.01 0.03 -0.01
C 4.389 -0.150 2.858 -0.08 -0.01 -0.02
C 3.667 -1.090 3.585 0.05 0.04 -0.03
C 2.327 -1.308 3.330 -0.14 0.12 -0.18
C 1.682 -0.579 2.334 0.62 0.00 0.22
C 2.397 0.367 1.601 -0.16 -0.14 0.09
C 3.735 0.574 1.865 0.06 -0.05 0.08
H 4.287 1.307 1.294 0.05 0.08 -0.07
H 1.894 0.928 0.829 -0.03 0.06 -0.07
C 0.281 -0.804 2.054 -1.09 -0.36 -0.01
N -0.473 -1.677 2.672 1.08 -0.13 0.54
O -1.702 -1.561 2.097 -0.59 0.30 -0.51
C -1.607 -0.614 1.159 0.47 0.02 -0.01
N -0.411 -0.113 1.094 -0.26 -0.04 -0.09
C -2.780 -0.262 0.330 -0.32 -0.01 0.15
H -2.479 -0.337 -0.715 -0.01 -0.12 0.00
H -3.568 -0.989 0.533 0.03 0.00 -0.10
C -3.308 1.156 0.605 0.10 0.01 0.02
H -4.173 1.320 -0.039 -0.03 -0.01 0.06
C -2.280 2.261 0.345 -0.19 0.06 -0.13
C -1.808 2.244 -1.105 0.17 0.15 0.57
O -2.380 2.847 -1.992 -0.33 0.16 -0.29
N -0.694 1.510 -1.293 0.28 -0.26 -0.15
H -0.366 0.920 -0.532 -0.05 0.19 0.02
C -0.125 1.261 -2.591 0.00 -0.31 -0.25
H -0.453 2.056 -3.266 0.14 -0.07 0.03
H 0.965 1.280 -2.502 -0.06 0.06 -0.05
C -0.560 -0.094 -3.168 -0.08 0.41 -0.25
C -2.019 -0.139 -3.659 0.19 -0.05 0.17
H -2.078 0.078 -4.723 -0.02 0.07 -0.03
C -2.474 -1.569 -3.326 0.14 -0.07 0.08
H -3.348 -1.566 -2.677 -0.03 -0.01 -0.02
C -1.253 -2.174 -2.606 -0.17 -0.36 -0.16
H -0.667 -2.790 -3.303 -0.05 0.01 0.09
H -1.511 -2.777 -1.735 0.02 -0.03 -0.06
O -0.473 -1.088 -2.160 0.13 0.29 0.13
H -2.717 -2.141 -4.219 -0.07 -0.04 0.01
H -2.613 0.604 -3.130 -0.01 0.05 -0.03
H 0.116 -0.360 -3.998 -0.05 0.04 0.10
H -1.426 2.147 1.012 -0.03 0.06 0.02
H -2.755 3.225 0.533 0.09 -0.02 -0.05
H -3.643 1.220 1.643 -0.06 0.01 -0.04
H 1.764 -2.037 3.891 -0.02 -0.09 0.09
H 4.162 -1.659 4.359 0.06 -0.05 0.07
H 6.425 -0.036 2.220 0.09 -0.01 -0.01
H 6.217 -0.592 3.887 0.07 -0.02 0.04
H 5.993 1.113 3.480 0.08 0.04 0.04
```
Positions in Å, forces in eV/Å.